Arrangement A

17
Properties=species:S:1:pos:R:3:lowdin_charge:R:1 method="wB97M-V/def2-TZVPD" multiplicity=1 smiles=CCO.CC homo_ev=-10.27
C -2.532 -0.129 0.814 -0.296
C -1.347 0.506 1.506 -0.085
O -2.248 -0.090 -0.622 -0.126
H -2.699 -1.182 1.053 0.107
H -3.411 0.496 0.854 0.101
H -0.607 -0.270 1.685 0.074
H -3.036 -0.278 -1.152 0.075
H -1.593 0.975 2.459 0.071
H -1.138 1.353 0.849 0.079
C 2.470 0.413 -0.495 -0.183
C 2.078 -0.773 -1.366 -0.166
H 2.751 0.152 0.526 0.057
H 3.327 0.885 -0.978 0.060
H 1.738 1.208 -0.323 0.054
H 2.842 -1.534 -1.162 0.062
H 2.297 -0.486 -2.394 0.058
H 1.108 -1.244 -1.254 0.056

=====

Arrangement B

17
Properties=species:S:1:pos:R:3:lowdin_charge:R:1 method="wB97M-V/def2-TZVPD" multiplicity=1 smiles=CCC.CO homo_ev=-10.52
C 3.128 1.200 1.133 -0.169
O 3.657 0.296 2.095 -0.137
H 3.498 -0.572 1.685 0.079
H 2.111 0.954 0.898 0.055
H 2.997 2.226 1.600 0.096
H 3.874 1.262 0.339 0.078
C -1.469 -0.237 -0.229 -0.328
C -2.730 -1.104 -0.089 -0.129
C -1.094 0.037 -1.685 -0.132
H -1.379 0.619 0.443 0.090
H -0.596 -0.804 0.236 0.106
H -3.678 -0.649 -0.370 0.064
H -1.460 0.960 -2.109 0.060
H 0.018 -0.024 -1.782 0.074
H -2.909 -1.433 0.938 0.064
H -2.573 -1.969 -0.748 0.070
H -1.394 -0.762 -2.355 0.060

=====

Arrangement C

17
Properties=species:S:1:pos:R:3:lowdin_charge:R:1 method="wB97M-V/def2-TZVPD" multiplicity=1 smiles=CCO.CC homo_ev=-10.16
C -0.025 -0.052 -1.672 -0.147
C 1.066 -0.683 -2.652 -0.154
H -0.081 1.032 -1.504 0.073
H -0.919 -0.380 -2.011 0.012
H 0.086 -0.669 -0.702 0.046
H 2.201 -0.361 -2.412 0.100
H 1.058 -0.050 -3.582 0.055
H 0.950 -1.748 -2.827 0.049
C -0.693 0.000 2.448 -0.307
C -0.358 1.212 1.592 -0.088
O 0.004 -1.265 2.035 -0.186
H -0.419 0.059 3.549 0.121
H -1.783 -0.178 2.426 0.098
H -1.312 1.581 1.448 0.045
H -0.299 -1.239 0.927 0.151
H 0.287 0.816 0.777 0.060
H 0.238 1.925 2.162 0.074

=====

Arrangement D

17
Properties=species:S:1:pos:R:3:lowdin_charge:R:1 method="wB97M-V/def2-TZVPD" multiplicity=1 smiles=CCCC.O homo_ev=-10.85
C 0.253 1.935 -0.237 -0.114
C -0.722 0.852 0.272 -0.284
C -0.043 -0.113 1.248 -0.289
C -0.738 -1.450 1.382 -0.118
H 0.332 2.666 0.564 0.070
H -0.073 2.394 -1.171 0.064
H 1.215 1.469 -0.450 0.058
H -1.186 0.225 -0.492 0.093
H -1.572 1.389 0.705 0.101
H 0.102 0.400 2.202 0.104
H 0.994 -0.251 0.917 0.098
H -1.811 -1.330 1.189 0.069
H -0.741 -1.803 2.416 0.066
H -0.386 -2.228 0.713 0.068
H 1.038 -0.148 -2.481 0.029
H 0.653 -1.610 -2.834 0.047
O 1.095 -1.057 -2.164 -0.065

=====

Most stable structure: arrangement D

=====

Arrangement A

15
Properties=species:S:1:pos:R:3:lowdin_charge:R:1 method="wB97M-V/def2-TZVPD" multiplicity=1 homo_ev=-8.72
C 0.704 -0.642 -1.666 0.072
C 0.078 0.011 -0.682 -0.385
C -2.098 -0.108 0.526 -0.297
C 1.970 0.372 0.833 -0.735
H 0.136 -1.243 -2.393 0.074
H 1.767 -0.563 -1.798 0.056
H -1.793 0.129 -1.485 0.125
H -3.168 0.007 0.336 0.112
H -0.743 -0.564 1.777 0.036
H 0.306 1.536 0.726 0.143
H 2.351 -0.582 0.457 0.070
N -1.319 0.148 -0.606 0.052
N -1.759 -0.458 1.697 0.093
N 0.753 0.702 0.352 -0.016
S 2.815 1.254 1.926 0.600

=====

Arrangement B

15
Properties=species:S:1:pos:R:3:lowdin_charge:R:1 method="wB97M-V/def2-TZVPD" multiplicity=1 homo_ev=-8.92
C 0.758 0.980 -0.024 -0.400
C -1.416 0.253 -0.195 -0.500
C -2.307 -0.934 -0.002 -0.139
C -3.528 -0.863 0.363 -0.006
H 4.051 -0.314 1.651 0.097
H 0.582 2.170 0.075 0.165
H 0.158 -1.006 0.335 0.256
H -2.883 1.501 0.273 0.119
H -2.101 -1.907 -0.402 0.101
H -4.151 -0.152 0.885 0.068
H -4.218 -1.611 0.023 0.065
N 1.981 0.832 0.343 -0.386
N -0.097 -0.034 -0.622 0.036
N -1.784 1.499 -0.090 0.101
S 2.926 -0.711 -0.069 0.423

=====

Arrangement C

15
Properties=species:S:1:pos:R:3:lowdin_charge:R:1 method="wB97M-V/def2-TZVPD" multiplicity=1 homo_ev=-8.61
C 1.854 -0.059 -0.029 -0.240
C 2.232 -1.185 0.467 -0.055
C -0.560 -0.193 -0.186 -0.180
C -2.859 -0.484 -0.226 -0.656
H -0.168 2.228 -0.843 0.201
H 0.207 2.550 1.042 0.125
H 2.617 0.627 -0.532 0.125
H 3.231 -1.809 -0.178 0.160
H 1.668 -1.817 1.240 0.078
H -0.326 -1.189 -0.465 0.116
H -2.789 -1.565 -0.673 0.079
N 0.392 1.942 0.188 -0.023
N 0.591 0.644 0.162 -0.229
N -1.675 0.268 -0.288 -0.025
S -4.417 0.042 0.322 0.525

=====

Arrangement D

15
Properties=species:S:1:pos:R:3:lowdin_charge:R:1 method="wB97M-V/def2-TZVPD" multiplicity=1 smiles="[H]/N=C/NN1CCC1=S" homo_ev=-8.73
C 1.239 0.377 -1.703 -0.280
C -0.071 -0.834 1.383 -0.110
C -1.619 -0.638 1.266 -0.148
C -1.350 0.420 0.183 -0.842
H 2.239 0.507 -3.244 0.040
H 0.213 -0.242 -2.060 0.185
H 1.452 1.463 0.178 0.197
H 0.304 -2.011 1.404 0.155
H 0.296 -0.303 2.309 0.112
H -1.826 -0.164 2.163 0.069
H -2.266 -1.543 1.070 0.133
N 2.406 0.727 -2.225 0.044
N 1.053 0.626 -0.356 -0.049
N 0.034 -0.003 0.113 -0.228
S -2.107 1.619 -0.482 0.723

=====

Most stable structure: arrangement A

=====

Arrangement A

15
Properties=species:S:1:pos:R:3:lowdin_charge:R:1 method="wB97M-V/def2-TZVPD" multiplicity=1 homo_ev=-8.36
C -0.112 0.498 0.832 -0.435
C 1.146 -0.297 0.574 -0.185
C 0.951 0.286 -1.732 -0.161
C -1.048 0.390 -0.436 -0.797
H -1.796 -0.728 1.286 0.063
H -0.286 -0.681 2.488 0.152
H 0.229 1.547 1.075 0.161
H 1.262 -1.335 0.753 0.113
H 1.957 -0.003 1.189 0.101
H 1.119 0.521 -2.859 0.147
H -0.952 -0.590 -2.412 0.288
N -0.995 0.020 1.824 -0.107
N 1.720 -0.027 -0.757 0.058
N -0.482 0.222 -1.527 -0.041
S -2.711 0.178 -0.299 0.642

=====

Arrangement B

15
Properties=species:S:1:pos:R:3:lowdin_charge:R:1 method="wB97M-V/def2-TZVPD" multiplicity=1 smiles="[H]/N=C(/NC=C)C(N)=S" homo_ev=-8.94
C -1.903 -0.169 -0.043 -0.796
C -0.427 0.499 0.028 -0.464
C 1.952 -0.225 -0.255 -0.142
C 2.968 -1.032 -0.010 -0.030
H -2.523 1.558 0.933 0.201
H -3.702 0.330 0.600 0.127
H -0.914 2.394 -0.605 0.103
H 0.338 -1.422 0.323 0.031
H 2.225 0.764 -0.441 0.063
H 2.750 -2.134 0.108 0.065
H 4.093 -0.784 -0.194 0.090
N -2.894 0.845 -0.041 -0.057
N -0.141 1.660 -0.374 0.112
N 0.514 -0.499 0.228 0.058
S -2.337 -1.784 -0.257 0.639

=====

Most stable structure: arrangement B

=====

Arrangement A

15
Properties=species:S:1:pos:R:3:lowdin_charge:R:1 method="wB97M-V/def2-TZVPD" multiplicity=1 homo_ev="-7.98 / -7.98"
C -1.064 -1.558 0.246 -0.060
C -0.411 -2.535 0.996 -0.175
C -0.042 -0.567 -0.062 -0.521
C 0.824 2.412 -0.014 -0.062
N 0.850 -2.158 1.219 0.016
N -1.466 0.827 -1.665 -0.394
N 1.033 -0.932 0.637 -0.029
S 0.040 0.640 -1.314 0.932
H -2.148 -1.406 -0.102 0.119
H -0.776 -3.499 1.394 0.113
H 0.570 2.232 0.962 -0.018
H 0.391 3.191 -0.468 -0.041
H 1.878 2.364 -0.195 0.002
H -1.630 1.522 -2.367 -0.035
H 1.949 -0.531 0.734 0.152

=====

Arrangement B

15
Properties=species:S:1:pos:R:3:lowdin_charge:R:1 method="wB97M-V/def2-TZVPD" multiplicity=1 homo_ev=-8.59
C 2.436 0.188 0.006 -0.146
C 0.422 -1.282 -0.112 -0.185
C -1.870 -1.106 0.177 -0.600
C -1.251 1.808 0.081 -0.030
H 2.164 0.829 0.915 0.088
H 2.359 0.640 -1.050 0.102
H 3.496 -0.135 0.189 0.069
H 0.078 -2.236 -0.403 0.094
H -1.741 -2.187 0.281 0.063
H -1.743 1.568 1.034 0.059
H -1.324 2.915 -0.293 0.115
N 1.655 -1.030 -0.207 -0.003
N -0.704 -0.400 0.080 -0.194
N -0.569 0.867 -0.524 0.019
S -3.408 -0.441 -0.174 0.547

=====

Arrangement C

15
Properties=species:S:1:pos:R:3:lowdin_charge:R:1 method="wB97M-V/def2-TZVPD" multiplicity=1 smiles="CN/N=C1/CC=NS1" homo_ev=-8.73
C 2.317 -0.611 0.544 -0.152
C -0.368 0.169 -0.345 -0.611
C -1.507 1.078 -0.079 -0.143
C -2.680 0.114 0.017 -0.281
H 2.586 0.279 1.074 0.062
H 1.651 -1.197 1.190 0.060
H 3.209 -1.260 0.375 0.092
H 2.475 0.051 -1.318 0.107
H -1.348 1.508 0.913 0.127
H -1.696 1.808 -0.865 0.124
H -3.744 0.425 0.190 0.123
N 1.723 -0.357 -0.757 -0.164
N 0.771 0.679 -0.532 -0.003
N -2.513 -1.140 -0.008 -0.283
S -0.875 -1.545 -0.399 0.944

=====

Most stable structure: arrangement C

=====

Arrangement A

22
Properties=species:S:1:pos:R:3:lowdin_charge:R:1 method="wB97M-V/def2-TZVPD" multiplicity=1 charge=+1 smiles="C[C@@H]1[C@@H](C)C1(O)C(N)=[NH2+]" homo_ev=-13.77
C 0.993 1.391 -0.206 -0.184
C -0.184 -0.996 0.886 -0.225
C -1.106 -0.655 -0.318 -0.183
C 0.371 -0.343 -0.391 -0.258
C 0.143 -2.385 1.279 -0.053
C -2.143 0.493 -0.307 -0.048
N 2.276 1.426 -0.551 0.182
N 0.285 2.444 0.051 0.192
O 1.261 -1.062 -1.197 0.023
H -0.431 -0.250 1.790 0.186
H -1.333 -1.401 -0.969 0.110
H 1.017 -2.400 1.931 0.087
H 0.500 -2.784 0.331 0.080
H -0.695 -2.887 1.860 0.121
H -3.278 0.198 -0.150 0.137
H -2.078 1.133 -1.091 0.033
H -2.053 1.012 0.671 0.072
H 2.707 0.535 -0.978 0.167
H 2.883 2.201 -0.682 0.120
H -0.727 2.497 0.182 0.114
H 0.751 3.388 -0.231 0.194
H 0.838 -1.555 -1.911 0.133

=====

Arrangement B

22
Properties=species:S:1:pos:R:3:lowdin_charge:R:1 method="wB97M-V/def2-TZVPD" multiplicity=1 charge=+1 homo_ev=-13.51
C 1.375 -0.469 -1.011 -0.143
C 0.784 0.702 -0.808 -0.063
C -1.769 -1.087 0.948 -0.291
C 1.799 -0.960 -2.340 -0.072
C 0.407 2.590 0.932 -0.012
C 0.285 1.145 0.563 -0.402
N -1.848 -1.540 2.175 0.138
N -2.739 -0.532 0.222 0.172
O -0.170 0.317 1.390 -0.018
H 1.605 -0.840 -0.005 0.126
H 2.864 -0.697 -2.471 0.104
H 1.824 -2.024 -2.373 0.068
H 1.202 -0.581 -3.169 0.090
H 0.116 2.811 2.024 0.118
H 1.348 3.078 0.657 0.093
H -0.514 2.973 0.314 0.133
H 0.461 1.432 -1.635 0.147
H -1.086 -2.238 2.461 0.175
H -2.625 -1.366 2.923 0.194
H -2.501 -0.296 -0.750 0.138
H -3.359 0.150 0.666 0.141
H -1.029 -1.671 0.338 0.165

=====

Most stable structure: arrangement B

=====

Arrangement A

16
Properties=species:S:1:pos:R:3:lowdin_charge:R:1 method="wB97M-V/def2-TZVPD" multiplicity=1 homo_ev=-8.87
C -0.512 1.178 -0.044 -0.207
C 0.927 0.755 -0.180 -0.237
C 1.315 -0.474 0.524 -0.188
C 0.406 -1.588 -0.061 -0.115
H -0.651 1.941 0.660 0.102
H -0.823 1.701 -0.747 0.020
H 1.550 1.918 0.114 0.176
H 1.210 1.066 -1.442 0.184
H 1.280 -0.413 1.605 0.112
H 2.427 -0.661 0.214 0.147
H 0.905 -1.903 -0.936 0.123
H 0.256 -2.067 0.713 0.032
N -2.746 0.138 -0.269 0.028
N -1.258 -0.107 0.182 -0.136
O -3.497 -0.449 0.377 0.079
O -0.790 -1.033 -0.710 -0.122

=====

Arrangement B

16
Properties=species:S:1:pos:R:3:lowdin_charge:R:1 method="wB97M-V/def2-TZVPD" multiplicity=1 homo_ev=-6.97
C 1.395 1.196 -0.414 0.011
C -1.257 0.173 0.073 -0.485
C 0.796 0.484 0.758 -0.411
N -0.265 -1.999 -0.526 0.015
C -1.007 -0.845 -0.803 -0.162
O -2.231 1.090 -0.187 0.044
O 1.720 0.102 1.652 0.084
N -0.462 0.385 1.139 0.126
H -2.204 1.694 0.573 0.108
H 1.260 -0.386 2.355 0.124
H -0.434 -2.372 0.407 0.083
H -0.383 -2.744 -1.206 0.075
H -1.606 -0.905 -1.712 0.110
H 0.675 1.867 -0.883 0.093
H 2.250 1.795 -0.085 0.092
H 1.751 0.467 -1.144 0.093

=====

Arrangement C

16
Properties=species:S:1:pos:R:3:lowdin_charge:R:1 method="wB97M-V/def2-TZVPD" multiplicity=1 homo_ev=-9.33
C 1.032 -0.055 0.370 -0.372
C 0.882 -1.552 0.139 -0.042
C -0.303 0.572 0.916 -0.600
C -1.478 0.469 -1.326 0.028
N -0.232 1.928 0.932 0.152
O 1.473 0.652 -0.765 -0.059
N -2.023 -0.520 -1.611 0.135
O -1.130 -0.075 1.523 0.032
H 0.778 0.593 -1.438 0.047
H 1.776 0.137 1.150 0.152
H -1.045 2.452 1.197 0.108
H 0.460 2.376 0.348 0.101
H -2.724 -1.230 -1.675 0.093
H 1.859 -2.039 0.156 0.079
H 0.248 -1.976 0.921 0.079
H 0.425 -1.734 -0.838 0.067

=====

Arrangement D

16
Properties=species:S:1:pos:R:3:lowdin_charge:R:1 method="wB97M-V/def2-TZVPD" multiplicity=1 homo_ev=-8.64
C -1.107 1.037 0.310 -0.262
C 0.177 0.897 -0.235 -0.382
C -0.370 -1.449 -0.668 -0.143
C -1.353 -1.903 0.249 0.006
H -0.318 1.656 1.776 0.271
H -1.794 0.401 -0.179 0.078
H -1.720 1.961 0.233 0.142
H 1.899 1.728 -0.644 0.049
H 1.971 -1.071 0.078 0.234
H 0.246 -2.126 -1.385 0.135
H -1.308 -1.248 1.272 0.090
H -1.607 -3.019 0.454 0.081
N 1.048 1.935 -0.063 0.116
N 0.527 -0.356 -0.774 -0.218
O -0.905 0.517 1.724 -0.184
O 1.844 -0.621 -0.935 -0.013

=====

Most stable structure: arrangement C